Record 1
{
  "formula": "C4H6N2O",
  "method": "ωB97M-V with the def2-TZVPD basis set",
  "homo_lumo_gap_ev": 9.0,
  "molar_mass_g_mol": 98.1,
  "de_lowest_kcal_mol": 75.9,
  "smiles": "[H]/N=C/C(N)=C=CO",
  "symbols": ["H", "N", "C", "C", "N", "C", "C", "O", "H", "H", "H", "H", "H"],
  "xyz": [[2.6234, 1.2917, 1.3851], [1.6793, 0.9790, 1.1619], [1.7071, 0.1275, 0.2180], [0.4553, -0.4886, -0.2753], [0.5944, -1.5827, -1.1462], [-0.6968, 0.0325, 0.0951], [-1.8198, 0.6915, 0.0495], [-2.6888, 0.8625, 1.0903], [2.6244, -0.2483, -0.2529], [1.1735, -2.3388, -0.8059], [-0.2944, -1.9297, -1.4839], [-2.1314, 0.9579, -0.9564], [-3.2262, 1.6455, 0.9207]],
  "nbo_charge": [0.336, -0.574, 0.092, 0.044, -0.799, -0.057, 0.068, -0.677, 0.156, 0.371, 0.383, 0.177, 0.481]
}

Record 2
{
  "formula": "C4H6N2O",
  "method": "ωB97M-V with the def2-TZVPD basis set",
  "homo_lumo_gap_ev": 8.5,
  "molar_mass_g_mol": 98.1,
  "de_lowest_kcal_mol": 114.3,
  "symbols": ["C", "C", "C", "C", "N", "N", "O", "H", "H", "H", "H", "H", "H"],
  "xyz": [[-1.9306, 1.1544, 0.6881], [-1.9089, -0.1955, 0.5155], [2.5990, -0.4383, -0.9337], [1.2819, -0.2540, -0.2362], [0.6320, 0.8056, -0.2766], [-1.7812, -1.3628, 0.3619], [3.1770, -1.4932, -1.0104], [-0.9307, -1.8742, 0.1110], [3.0036, 0.4952, -1.3688], [0.9374, -1.2229, 0.2373], [-2.0091, 1.4976, 1.7121], [-0.5140, 1.1789, 0.2005], [-2.5565, 1.7091, -0.0007]],
  "nbo_charge": [-0.826, 0.614, 0.382, -0.026, -0.629, -0.590, -0.513, 0.441, 0.114, 0.084, 0.274, 0.398, 0.276]
}

Record 3
{
  "formula": "C4H6N2O",
  "method": "ωB97M-V with the def2-TZVPD basis set",
  "homo_lumo_gap_ev": 11.4,
  "molar_mass_g_mol": 98.1,
  "de_lowest_kcal_mol": 72.4,
  "smiles": "N#CCCOC#N.[H][H]",
  "symbols": ["N", "C", "C", "C", "O", "C", "N", "H", "H", "H", "H", "H", "H"],
  "xyz": [[-1.5386, -1.6712, -0.9760], [-1.3969, -0.5863, -0.6027], [-1.2321, 0.8017, -0.1603], [0.1928, 1.3246, -0.3057], [1.0074, 0.8325, 0.7833], [1.8767, -0.0824, 0.4991], [2.6798, -0.8942, 0.2893], [-1.5390, 0.8853, 0.8875], [-1.9056, 1.4320, -0.7512], [0.6416, 1.0418, -1.2611], [0.2009, 2.4111, -0.2031], [0.8751, -2.7027, 0.9219], [0.1379, -2.7921, 0.8790]],
  "nbo_charge": [-0.288, 0.267, -0.537, -0.044, -0.485, 0.539, -0.398, 0.266, 0.262, 0.214, 0.209, 0.006, -0.011]
}

Record 4
{
  "formula": "C4H6N2O",
  "method": "ωB97M-V with the def2-TZVPD basis set",
  "homo_lumo_gap_ev": 9.1,
  "molar_mass_g_mol": 98.1,
  "de_lowest_kcal_mol": 48.5,
  "smiles": "COc1c[nH]cn1",
  "symbols": ["C", "O", "C", "C", "N", "C", "N", "H", "H", "H", "H", "H", "H"],
  "xyz": [[-1.9564, 0.0534, -0.7793], [-0.8647, 0.8322, -1.2430], [0.1651, 0.5623, -0.4378], [0.0530, -0.2007, 0.7174], [1.3602, -0.5323, 0.9986], [2.1345, 0.0727, 0.0756], [1.4478, 0.7622, -0.8098], [-2.6793, 0.0417, -1.6138], [-2.4485, 0.5575, 0.0636], [-1.3919, -0.8565, -0.2911], [-0.6776, -0.1066, 1.5097], [1.6528, -1.1558, 1.7305], [3.2050, -0.0301, 0.0793]],
  "nbo_charge": [-0.285, -0.465, 0.415, -0.282, -0.517, 0.184, -0.469, 0.203, 0.161, 0.211, 0.230, 0.418, 0.195]
}

Record 5
{
  "formula": "C4H6N2O",
  "method": "ωB97M-V with the def2-TZVPD basis set",
  "homo_lumo_gap_ev": 9.1,
  "molar_mass_g_mol": 98.1,
  "de_lowest_kcal_mol": 124.7,
  "symbols": ["C", "C", "C", "C", "O", "N", "N", "H", "H", "H", "H", "H", "H"],
  "xyz": [[-2.6099, -0.1151, 0.5551], [-1.2107, -0.0912, 0.0180], [2.3728, -0.2475, -1.1284], [1.5000, 0.3940, -0.3900], [3.5237, -0.7230, -0.5486], [0.8030, 1.1708, 0.2730], [-0.4602, 0.7192, 0.7117], [-2.8250, 0.5523, 1.4104], [-2.8890, -1.1426, 0.8088], [-3.2631, 0.1741, -0.2778], [2.2502, -0.3355, -2.2089], [3.5993, -1.6587, -0.7594], [-0.7629, 1.2738, 1.5172]],
  "nbo_charge": [-0.728, 0.090, -0.024, 0.318, -0.675, -0.270, -0.419, 0.175, 0.240, 0.243, 0.202, 0.478, 0.370]
}

Record 6
{
  "formula": "C4H6N2O",
  "method": "ωB97M-V with the def2-TZVPD basis set",
  "homo_lumo_gap_ev": 9.1,
  "molar_mass_g_mol": 98.1,
  "de_lowest_kcal_mol": 88.4,
  "smiles": "ON1C=CCN=C1",
  "symbols": ["O", "N", "C", "C", "C", "N", "C", "H", "H", "H", "H", "H", "H"],
  "xyz": [[2.4361, -0.0386, -0.2060], [1.1509, -0.0955, 0.2420], [0.4106, 1.0109, -0.1615], [-0.9461, 1.0625, -0.0446], [-1.6421, -0.2465, 0.0468], [-0.7316, -1.4399, -0.2502], [0.5094, -1.2977, -0.1190], [2.9558, 0.0417, 0.6174], [1.0152, 1.8441, -0.4286], [-1.6124, 1.9625, -0.2399], [-2.4993, -0.2082, -0.5651], [-2.0654, -0.3382, 1.0334], [1.0189, -2.2573, 0.0755]],
  "nbo_charge": [-0.546, -0.190, -0.048, -0.254, -0.291, -0.416, 0.229, 0.475, 0.214, 0.224, 0.207, 0.197, 0.199]
}

Record 7
{
  "formula": "C4H6N2O",
  "method": "ωB97M-V with the def2-TZVPD basis set",
  "homo_lumo_gap_ev": 7.8,
  "molar_mass_g_mol": 98.1,
  "de_lowest_kcal_mol": 128.2,
  "symbols": ["C", "C", "C", "N", "C", "O", "N", "H", "H", "H", "H", "H", "H"],
  "xyz": [[2.4962, 0.5704, -0.0654], [0.4511, 0.3027, -0.1665], [-0.1134, -0.8374, 0.2047], [-1.5223, -0.7786, 0.2514], [-2.0780, 0.3597, -0.1312], [-3.4137, 0.2237, -0.0531], [1.2010, 1.2091, -0.4834], [2.5575, 0.2979, 0.9966], [3.2306, 1.3039, -0.3422], [2.6625, -0.3467, -0.6554], [0.4351, -1.7632, 0.3069], [-2.0483, -1.6149, 0.4603], [-3.7964, 1.0629, -0.3291]],
  "nbo_charge": [-0.416, 0.579, -0.403, -0.586, 0.283, -0.698, -0.504, 0.197, 0.222, 0.183, 0.249, 0.396, 0.498]
}

Record 8
{
  "formula": "C4H6N2O",
  "method": "ωB97M-V with the def2-TZVPD basis set",
  "homo_lumo_gap_ev": 8.9,
  "molar_mass_g_mol": 98.1,
  "de_lowest_kcal_mol": 160.8,
  "symbols": ["C", "C", "N", "N", "C", "C", "O", "H", "H", "H", "H", "H", "H"],
  "xyz": [[-0.5339, 1.0267, -0.0379], [0.0789, -1.4826, 0.2503], [-0.3167, -0.3244, -0.5235], [-1.4119, -0.6589, -1.5189], [0.8966, 0.9569, 0.3760], [1.9568, 1.2475, 0.8996], [-1.9346, 0.1531, -2.2297], [-1.2915, 1.1102, 0.7435], [-0.6448, 1.7373, -0.8601], [-0.5375, -2.3304, -0.0414], [1.1170, -1.7175, 0.0099], [-0.0318, -1.3277, 1.3260], [2.6535, 1.6097, 1.6062]],
  "nbo_charge": [-0.303, -0.425, -0.313, 0.252, -0.008, -0.251, -0.309, 0.213, 0.253, 0.230, 0.215, 0.207, 0.240]
}

Record 9
{
  "formula": "C4H6N2O",
  "method": "ωB97M-V with the def2-TZVPD basis set",
  "homo_lumo_gap_ev": 8.8,
  "molar_mass_g_mol": 98.1,
  "de_lowest_kcal_mol": 119.2,
  "symbols": ["C", "C", "N", "O", "C", "N", "C", "H", "H", "H", "H", "H", "H"],
  "xyz": [[-1.6435, -0.0116, 0.3273], [-0.7524, 0.2294, -0.8649], [-0.4204, -0.8463, -1.5438], [1.0393, -0.7807, -1.4795], [1.1898, 0.1013, -0.4472], [1.7729, -0.4251, 0.6496], [0.3251, 1.1568, -0.5532], [-2.2728, -0.8992, 0.2786], [-0.8552, -0.2548, 1.0685], [-2.1548, 0.8517, 0.7403], [1.8111, 0.0936, 1.5160], [1.9367, -1.4237, 0.6850], [0.1689, 1.8488, 0.2611]],
  "nbo_charge": [-0.632, 0.199, -0.186, -0.400, 0.586, -0.800, -0.465, 0.238, 0.211, 0.216, 0.407, 0.421, 0.204]
}

Record 10
{
  "formula": "C4H6N2O",
  "method": "ωB97M-V with the def2-TZVPD basis set",
  "homo_lumo_gap_ev": 8.2,
  "molar_mass_g_mol": 98.1,
  "de_lowest_kcal_mol": 99.5,
  "symbols": ["C", "C", "C", "C", "N", "N", "O", "H", "H", "H", "H", "H", "H"],
  "xyz": [[0.1746, -0.7313, 0.0992], [2.2900, 0.0032, 0.0254], [0.1006, 0.6300, -0.0475], [-2.9221, 0.4282, -0.1001], [1.4288, 1.0668, 0.0037], [1.5575, -1.1034, 0.1548], [-3.5131, -0.6241, -0.1970], [-0.7239, -1.4790, 0.0937], [3.3313, 0.1127, 0.2887], [-3.6076, 1.3370, -0.3425], [-1.7659, 0.4320, 0.1030], [2.0063, -2.0176, 0.2056], [1.6437, 1.9454, -0.2869]],
  "nbo_charge": [-0.217, 0.172, -0.204, 0.227, -0.506, -0.490, -0.561, 0.251, 0.213, 0.090, 0.186, 0.428, 0.410]
}

Record 11
{
  "formula": "C4H6N2O",
  "method": "ωB97M-V with the def2-TZVPD basis set",
  "homo_lumo_gap_ev": 8.0,
  "molar_mass_g_mol": 98.1,
  "de_lowest_kcal_mol": 68.1,
  "symbols": ["C", "C", "C", "N", "C", "O", "N", "H", "H", "H", "H", "H", "H"],
  "xyz": [[-0.8683, 0.7046, 1.4675], [-0.8927, 0.8618, -0.9723], [-0.0625, 0.3526, -1.9275], [0.8488, -0.5798, -1.3834], [0.6000, -0.6588, -0.0782], [1.3125, -1.4936, 0.7074], [-0.4023, 0.1916, 0.1943], [-0.0422, 0.9415, 2.1492], [-1.6172, 0.0504, 1.9231], [-1.3540, 1.6389, 1.1586], [-0.0089, 0.6250, -2.9678], [1.5433, -1.1242, -1.8708], [0.9435, -1.5100, 1.5999]],
  "nbo_charge": [-0.424, -0.200, -0.236, -0.530, 0.650, -0.649, -0.402, 0.195, 0.201, 0.262, 0.209, 0.422, 0.501]
}

Record 12
{
  "formula": "C4H6N2O",
  "method": "ωB97M-V with the def2-TZVPD basis set",
  "homo_lumo_gap_ev": 8.2,
  "molar_mass_g_mol": 98.1,
  "de_lowest_kcal_mol": 58.1,
  "smiles": "Nc1ccc(O)[nH]1",
  "symbols": ["N", "C", "C", "C", "C", "O", "N", "H", "H", "H", "H", "H", "H"],
  "xyz": [[0.1703, -1.2517, 1.8727], [-0.0413, -0.6209, 0.6517], [-1.0140, -0.7531, -0.2854], [-0.8390, 0.3073, -1.2763], [0.3208, 0.9386, -0.8684], [0.9409, 1.9615, -1.4833], [0.8191, 0.4182, 0.2820], [1.1465, -1.4338, 2.0685], [-0.3623, -2.1096, 1.9434], [-1.7483, -1.5510, -0.3148], [-1.4105, 1.2414, -1.1141], [0.6367, 1.8989, -2.4040], [1.3812, 0.9541, 0.9280]],
  "nbo_charge": [-0.814, 0.295, -0.342, -0.546, 0.524, -0.665, -0.585, 0.369, 0.385, 0.216, 0.241, 0.506, 0.416]
}